1.
DFT (ωB97M-V with the def2-TZVPD basis set) results for a 2-piece molecular cluster, C3H6BrN3 overall in a non-equilibrium geometry.

Cartesian coordinates (Å):
C  -0.40214  -0.39797  0.94450
C  0.17289  -1.35179  1.93187
C  -0.03366  1.63770  -0.14931
N  0.41346  0.36649  -3.05855
N  0.27145  0.72127  0.70264
N  1.26280  0.47937  -2.24909
Br  -1.66155  1.65599  -1.33382
H  -1.35864  -0.60026  0.67588
H  1.17047  -1.30037  2.30003
H  -0.48162  -1.45484  2.80893
H  -0.02916  -2.35201  1.47533
H  0.36081  2.59849  -0.06013
H  0.31489  -0.00206  -3.98828

The gap between HOMO and LUMO (spin up / spin down) comes out at 8.342 / 7.495 eV. The calculation puts the LUMO energy (spin up / spin down) at 0.66 / -0.31 eV. As for the spin multiplicity: 1.

---

2.
DFT (ωB97M-V with the def2-TZVPD basis set) results for one molecule with the formula C20H20N2O3.

Cartesian coordinates (Å):
C  1.59056  3.79750  -0.25939
C  2.29510  2.50745  0.04751
N  2.87008  2.40697  1.23310
C  3.50478  1.29422  1.54636
C  3.58890  0.18734  0.71077
C  4.32169  -1.04216  1.18714
O  3.45779  -2.07352  1.62781
C  2.96754  0.25964  -0.53932
C  2.89909  -0.92260  -1.47996
N  2.09146  -2.00024  -0.94469
C  0.74536  -1.83196  -0.68008
C  -0.06995  -0.96393  -1.40926
C  -1.41998  -0.86733  -1.13896
C  -1.99288  -1.63147  -0.13043
O  -3.34756  -1.60088  0.14026
C  -3.98711  -0.40062  0.23828
C  -5.36699  -0.40745  0.04372
C  -6.09056  0.76119  0.17373
C  -5.45285  1.94800  0.49691
C  -4.08412  1.95293  0.70177
C  -3.34844  0.78866  0.57768
C  -1.19908  -2.51846  0.58630
C  0.14886  -2.61437  0.31428
C  2.33321  1.45833  -0.88012
O  1.77176  1.58078  -2.11383
H  1.66985  4.44590  0.60766
H  2.04703  4.30173  -1.11230
H  0.53409  3.62622  -0.47090
H  3.97236  1.28873  2.52281
H  4.90952  -1.48307  0.37800
H  5.00696  -0.75735  1.99737
H  2.89057  -1.72644  2.32557
H  3.90104  -1.32151  -1.65956
H  2.48618  -0.59648  -2.43518
H  2.56135  -2.51018  -0.20550
H  0.34563  -0.36047  -2.19892
H  -2.03932  -0.19476  -1.71558
H  -5.84903  -1.34001  -0.20532
H  -7.15928  0.74625  0.01852
H  -6.01980  2.86152  0.59378
H  -3.58036  2.87106  0.96797
H  -2.28219  0.79454  0.75346
H  -1.65182  -3.12299  1.35704
H  0.76312  -3.30130  0.87911
H  1.35526  2.44749  -2.19194

The gap between HOMO and LUMO comes out at 7.940 eV. The calculation puts the LUMO energy at 0.49 eV. As for the spin multiplicity: 1.

---

3.
DFT (ωB97M-V with the def2-TZVPD basis set) results for C10H13GaNPS as an isolated structure in a non-equilibrium geometry.

Cartesian coordinates (Å):
C  -0.53583  0.09633  -3.48447
C  -1.34931  1.09567  -2.84417
C  -0.47730  2.04685  -2.21819
C  0.89687  1.63903  -2.49907
C  0.84842  0.44044  -3.27003
Ga  -0.14266  -0.09087  -1.17952
P  -0.20466  -2.28708  -0.85194
H  -0.90233  -0.73873  -4.06955
H  -2.44512  1.17223  -2.88351
H  -0.79206  2.90156  -1.61420
H  1.71745  -0.08228  -3.67732
H  1.80066  2.15839  -2.15681
H  0.88178  -3.04349  -1.29048
H  -1.25097  -3.01172  -1.42373
H  -0.29444  -2.67487  0.47923
S  0.40377  1.68223  0.22828
C  0.28782  0.71878  1.66474
N  -0.92075  0.11181  1.97017
C  -1.01886  -0.62540  3.12068
C  0.07080  -0.73680  3.93567
C  1.28831  -0.11980  3.62783
C  1.40179  0.61287  2.48265
H  -1.71851  0.21810  1.33990
H  -1.97109  -1.07686  3.31172
H  -0.01637  -1.31967  4.84945
H  2.13854  -0.20551  4.27713
H  2.30404  1.11879  2.17556

The gap between HOMO and LUMO (spin up / spin down) comes out at 4.870 / 5.089 eV. The calculation puts the LUMO energy (spin up / spin down) at -0.06 / 0.07 eV. As for the spin multiplicity: 1.

---

4.
DFT (ωB97M-V with the def2-TZVPD basis set) results for C25H56AlN2O16S5 as an isolated structure in a non-equilibrium geometry.

Cartesian coordinates (Å):
C  -3.94696  4.52319  -2.02334
O  -5.08289  3.77067  -2.48281
C  -4.76162  2.95756  -3.63688
C  -6.07561  2.73255  -4.50831
C  -6.96758  1.48077  -4.07197
C  -6.20194  0.07871  -4.03809
C  -5.23925  -0.20589  -5.28213
C  -4.06760  -1.21832  -4.81017
C  -4.58920  -2.52448  -4.06195
O  -4.91349  -3.63870  -4.93842
Al  -4.87980  -5.07300  -3.71792
O  -3.37170  -4.34755  -2.87805
C  -3.38554  -2.91190  -3.00083
C  -3.72412  -2.03178  -1.71034
C  -2.51926  -1.93817  -0.64938
S  -2.88690  -0.58461  0.57834
C  -4.68349  -0.27499  0.70369
N  -5.67135  0.03685  -0.25588
N  -6.91171  0.23151  0.29614
C  -6.69577  0.03562  1.68604
O  -5.34661  -0.27980  1.97189
H  -2.93895  4.04466  -2.27319
H  -3.97849  4.64740  -0.88219
H  -3.97621  5.56641  -2.49974
H  -4.21725  1.98768  -3.39248
H  -4.04528  3.58678  -4.29012
H  -6.74332  3.66632  -4.47619
H  -5.78446  2.57422  -5.59986
H  -7.92803  1.46929  -4.70128
H  -7.32600  1.68757  -2.99544
H  -7.01052  -0.73765  -4.05492
H  -5.63443  -0.06705  -3.06483
H  -4.70930  0.71169  -5.70008
H  -5.77802  -0.69076  -6.17646
H  -3.41813  -1.50325  -5.71769
H  -3.37579  -0.59267  -4.13840
H  -5.48226  -2.46008  -3.35373
H  -4.55747  -6.49170  -4.35752
H  -6.09868  -5.18038  -2.67072
H  -2.42467  -2.70676  -3.58250
H  -4.64346  -2.41943  -1.13992
H  -3.89261  -0.96350  -2.08875
H  -1.56187  -1.62902  -1.18694
H  -2.34678  -2.91018  -0.07320
H  -7.55865  0.15748  2.41198
O  0.13789  -2.37626  -0.01328
S  1.41108  -1.77730  0.29367
O  2.28986  -1.28924  -0.73492
O  2.24054  -2.77697  1.25914
C  2.48967  -4.10826  0.80291
C  3.54789  -4.14415  -0.28510
C  1.16231  -0.47852  1.46785
H  1.56021  -4.57662  0.46642
H  2.84479  -4.67767  1.66475
H  3.20411  -3.63573  -1.18753
H  3.79213  -5.17370  -0.55395
H  4.45652  -3.63532  0.04632
H  0.52585  -0.84037  2.27338
H  0.67628  0.34727  0.94680
H  2.13037  -0.15661  1.84857
O  5.20250  3.57968  -2.99936
S  3.98380  3.55525  -2.23337
O  3.91598  2.94771  -0.93216
O  2.79933  2.95423  -3.15441
C  2.97349  1.65276  -3.72661
C  2.83567  0.55461  -2.68784
C  3.35521  5.20476  -2.10587
H  3.93503  1.58944  -4.24445
H  2.19223  1.53114  -4.48020
H  3.63684  0.60644  -1.94937
H  2.87694  -0.42969  -3.15620
H  1.89280  0.65366  -2.14791
H  3.36718  5.66967  -3.09030
H  4.00557  5.75222  -1.42336
H  2.34407  5.16645  -1.70272
O  1.70178  0.51167  4.34992
S  1.95340  1.65876  5.18204
O  3.23927  2.30122  5.22204
O  1.49240  1.31899  6.69507
C  2.07084  0.18219  7.34075
C  3.51234  0.43424  7.74575
C  0.73090  2.89130  4.84074
H  1.98826  -0.70212  6.70247
H  1.47676  -0.00975  8.23687
H  4.15068  0.57060  6.87094
H  3.90629  -0.40719  8.31898
H  3.58893  1.34383  8.34641
H  -0.25449  2.42795  4.84046
H  0.95079  3.30847  3.85771
H  0.79682  3.67210  5.59729
O  9.03545  -1.03034  3.66567
S  7.80475  -1.70398  3.98800
O  7.07728  -2.46625  3.01097
O  6.79720  -0.64684  4.68311
C  6.46063  0.54540  3.96571
C  5.50811  0.26554  2.81808
C  8.06869  -2.73079  5.40510
H  7.36656  1.04767  3.61442
H  5.97387  1.21696  4.67675
H  5.97992  -0.35474  2.05394
H  5.18939  1.19533  2.34299
H  4.62719  -0.27474  3.17422
H  8.58949  -2.15782  6.17059
H  8.67865  -3.57699  5.08842
H  7.10476  -3.08486  5.76825

The gap between HOMO and LUMO comes out at 6.308 eV. As for the charge: -1. The calculation puts the LUMO energy at 1.39 eV. As for the spin multiplicity: 1.